The following is a quantum chemistry calculation of a 7-piece molecular cluster, C33H64Cl2NO7P overall, from the Open Molecules 2025 dataset.

The net charge is 0. Its structure (SMILES) is CC(=O)NCCCCP/C(Cl)=C(/C)Cl.C1CCOC1.C1CCOC1.C1CCOC1.C1CCOC1.C1CCOC1.C1CCOC1. Its multiplicity is 1. The calculation puts the strongest force on any atom at 0.0106 Eh/bohr. Its HOMO-LUMO gap is 9.10 eV.

Each line ends with the Löwdin charge.
CARTESIAN COORDINATES (ANGSTROEM)
1 C 7.518 5.058 -0.106  -0.01
2 C 6.289 4.582 -0.842  -0.54
3 O 5.660 5.304 -1.581  0.04
4 N 5.910 3.272 -0.565  0.04
5 C 4.662 2.795 -1.162  -0.20
6 C 3.462 3.024 -0.237  -0.20
7 C 2.107 2.947 -0.953  -0.25
8 C 1.973 3.903 -2.154  -0.41
9 P 2.352 5.650 -1.671  0.93
10 C 0.654 6.052 -1.122  -0.91
11 Cl -0.607 6.092 -2.344  0.64
12 C 0.291 6.296 0.134  -0.81
13 C -1.095 6.589 0.623  -0.14
14 Cl 1.496 6.298 1.386  0.66
15 H 7.968 4.271 0.499  0.07
16 H 8.250 5.434 -0.822  0.08
17 H 7.226 5.881 0.548  0.09
18 H 6.684 2.630 -0.676  0.13
19 H 4.758 1.711 -1.284  0.11
20 H 4.519 3.215 -2.160  0.10
21 H 3.516 3.983 0.286  0.08
22 H 3.509 2.230 0.513  0.11
23 H 1.332 3.226 -0.226  0.10
24 H 1.867 1.919 -1.241  0.09
25 H 2.595 3.583 -2.994  0.07
26 H 0.943 3.872 -2.515  0.02
27 H 2.218 6.226 -2.952  -0.05
28 H -1.199 6.255 1.655  0.06
29 H -1.287 7.664 0.582  0.09
30 H -1.831 6.068 0.010  0.05
31 C -3.425 1.954 -2.389  -0.16
32 C -2.488 2.947 -3.072  -0.16
33 C -1.194 2.148 -3.140  -0.20
34 O -1.576 0.775 -3.266  -0.16
35 C -2.974 0.634 -3.002  -0.20
36 H -4.481 2.159 -2.559  0.11
37 H -3.244 1.954 -1.313  0.10
38 H -2.850 3.176 -4.077  0.12
39 H -2.367 3.883 -2.531  0.07
40 H -0.609 2.271 -2.222  0.10
41 H -0.566 2.418 -3.990  0.10
42 H -3.498 0.436 -3.944  0.12
43 H -3.120 -0.222 -2.341  0.12
44 C -1.747 -0.228 1.329  -0.16
45 C -2.786 0.768 1.839  -0.16
46 C -1.915 1.969 2.193  -0.21
47 O -0.809 1.946 1.291  -0.15
48 C -0.773 0.690 0.601  -0.19
49 H -2.160 -1.005 0.693  0.10
50 H -1.253 -0.714 2.172  0.11
51 H -3.484 1.026 1.040  0.10
52 H -3.362 0.403 2.688  0.11
53 H -1.539 1.892 3.220  0.12
54 H -2.435 2.924 2.090  0.11
55 H -1.075 0.852 -0.437  0.10
56 H 0.253 0.315 0.607  0.11
57 C -3.499 -4.718 3.544  -0.17
58 C -4.819 -4.377 2.855  -0.16
59 C -4.514 -3.005 2.269  -0.21
60 O -3.118 -3.000 1.965  -0.16
61 C -2.488 -4.134 2.567  -0.20
62 H -3.360 -5.782 3.720  0.10
63 H -3.435 -4.209 4.508  0.12
64 H -5.024 -5.095 2.058  0.11
65 H -5.673 -4.365 3.530  0.11
66 H -4.723 -2.210 2.994  0.11
67 H -5.072 -2.793 1.356  0.12
68 H -2.233 -4.855 1.782  0.12
69 H -1.564 -3.807 3.047  0.12
70 C 3.024 -2.656 -0.435  -0.16
71 C 2.916 -2.167 -1.880  -0.16
72 C 2.427 -0.741 -1.679  -0.21
73 O 2.985 -0.299 -0.439  -0.17
74 C 3.529 -1.406 0.278  -0.20
75 H 3.690 -3.509 -0.307  0.11
76 H 2.037 -2.934 -0.059  0.11
77 H 3.900 -2.169 -2.355  0.12
78 H 2.240 -2.754 -2.498  0.11
79 H 1.334 -0.701 -1.614  0.12
80 H 2.745 -0.062 -2.469  0.09
81 H 4.623 -1.349 0.248  0.12
82 H 3.210 -1.344 1.320  0.12
83 C -4.647 -8.499 7.676  -0.17
84 C -3.141 -8.652 7.476  -0.17
85 C -2.976 -8.191 6.034  -0.21
86 O -3.990 -7.210 5.810  -0.16
87 C -4.932 -7.230 6.884  -0.20
88 H -4.945 -8.417 8.720  0.11
89 H -5.174 -9.348 7.235  0.11
90 H -2.601 -7.985 8.152  0.11
91 H -2.778 -9.666 7.636  0.11
92 H -3.122 -9.021 5.334  0.12
93 H -2.002 -7.741 5.836  0.12
94 H -4.786 -6.337 7.502  0.12
95 H -5.939 -7.200 6.467  0.12
96 C 2.728 1.166 -6.348  -0.16
97 C 1.270 1.441 -5.981  -0.17
98 C 0.785 0.052 -5.587  -0.18
99 O 1.921 -0.622 -5.034  -0.15
100 C 3.108 0.121 -5.308  -0.21
101 H 3.364 2.049 -6.306  0.11
102 H 2.792 0.745 -7.354  0.11
103 H 1.219 2.118 -5.125  0.09
104 H 0.688 1.873 -6.793  0.12
105 H 0.433 -0.506 -6.462  0.12
106 H -0.011 0.069 -4.842  0.10
107 H 3.455 0.602 -4.385  0.10
108 H 3.883 -0.568 -5.649  0.12